(1)
C40H47GeNO2P2PdS2Se | ωB97M-V/def2-TZVPD

Geometry (Å):
Pd1 -0.74519 0.70968 0.67676
C1 4.92026 -5.32479 -1.21434
S1 4.95063 -4.34806 -2.73169
C2 4.49973 -2.73572 -2.04675
C3 3.03427 -2.61323 -1.64993
C4 2.76449 -1.24286 -1.01699
N1 1.37352 -0.96852 -0.62828
P1 0.73452 -1.38737 0.88125
C5 1.08057 -3.18163 1.02142
C6 2.21042 -3.76207 1.59808
C7 2.36410 -5.14407 1.60468
C8 1.39844 -5.96033 1.02778
C9 0.27854 -5.39233 0.43318
C10 0.11670 -4.01297 0.43986
C11 1.86656 -0.65578 2.14699
C12 2.02983 -1.20688 3.41959
C13 2.76896 -0.54775 4.39697
C14 3.34926 0.68275 4.12142
C15 3.18802 1.24785 2.86227
C16 2.45472 0.58268 1.88966
P2 0.10892 0.07157 -1.41009
C17 -0.82276 -1.27000 -2.23550
C18 -2.13332 -1.52723 -1.84224
C19 -2.82443 -2.61478 -2.36419
C20 -2.21564 -3.44719 -3.29431
C21 -0.91372 -3.18728 -3.70651
C22 -0.22184 -2.10392 -3.17739
C23 1.14376 0.92302 -2.62422
C24 2.15830 1.76024 -2.15414
C25 2.90572 2.52616 -3.03552
C26 2.63279 2.47240 -4.39891
C27 1.61406 1.66079 -4.87068
C28 0.86157 0.89498 -3.98780
H1 5.32439 -6.30757 -1.46031
H2 3.90685 -5.44202 -0.83087
H3 5.55432 -4.86105 -0.45562
H4 4.75344 -2.01296 -2.82558
H5 5.15397 -2.54187 -1.19148
H6 2.77094 -3.41322 -0.95668
H7 2.41428 -2.74459 -2.53388
H8 3.07468 -0.48569 -1.73524
H9 3.40803 -1.11987 -0.13871
H10 2.99375 -3.13764 2.01307
H11 3.24853 -5.58439 2.05307
H12 1.52102 -7.03790 1.03993
H13 -0.46998 -6.02270 -0.03322
H14 -0.75611 -3.56627 -0.03212
H15 1.56116 -2.15374 3.66260
H16 2.88599 -0.99531 5.37737
H17 3.92612 1.19657 4.88161
H18 3.62697 2.21309 2.63657
H19 2.34593 1.02410 0.91343
H20 -2.60442 -0.87283 -1.12577
H21 -3.84357 -2.80889 -2.05016
H22 -2.75735 -4.29300 -3.70515
H23 -0.43544 -3.82851 -4.43872
H24 0.79153 -1.90295 -3.50205
H25 2.36015 1.81747 -1.09062
H26 3.69358 3.16983 -2.66018
H27 3.20790 3.07840 -5.09126
H28 1.37763 1.64386 -5.92938
H29 0.04640 0.28969 -4.36019
O1 -1.61362 2.48544 -3.66935
C29 -1.64931 2.40643 -2.45434
O2 -1.46970 1.33153 -1.74186
C30 -1.97700 3.64054 -1.63602
C31 -2.89338 4.51790 -2.20948
C32 -3.27564 5.69061 -1.57762
C33 -2.70241 6.03024 -0.35833
C34 -1.76566 5.19027 0.21406
C35 -1.40182 3.96963 -0.38734
S2 -0.21486 3.02843 0.51011
H30 -3.29945 4.25187 -3.17699
H31 -4.00545 6.34418 -2.04081
H32 -2.96844 6.95908 0.13499
H33 -1.29463 5.45497 1.15353
C36 -5.60755 1.94967 3.54926
Ge1 -4.13368 2.94257 2.74374
C37 -4.23078 2.86513 0.79525
C38 -4.06801 4.75927 3.43497
C39 -2.51201 1.98772 3.36470
Se1 -2.38473 0.29993 2.37393
C40 -1.54655 -0.77862 3.74998
H34 -6.57519 2.30215 3.18009
H35 -5.59298 2.05867 4.63753
H36 -5.50778 0.89022 3.29934
H37 -5.19478 2.45821 0.48152
H38 -3.44233 2.23213 0.39214
H39 -4.11123 3.86202 0.36156
H40 -5.01030 5.28094 3.23652
H41 -3.25543 5.31858 2.96329
H42 -3.90366 4.73716 4.51571
H43 -2.62079 1.73723 4.42125
H44 -1.59318 2.53778 3.21187
H45 -2.27859 -0.99469 4.52404
H46 -0.69691 -0.24312 4.15744
H47 -1.21464 -1.70146 3.28446

## Properties
Expectation value of S² ... 2.018
E_tot ... -213418.6702 eV
ΔE to the lowest compared entry with this formula, charge and spin ... 32.7 kJ/mol
Multiplicity ... 3
Charge ... 0

=====

(2)
C40H47LaN8O4S3 | ωB97M-V/def2-TZVPD

Geometry (Å):
La1 0.08728 0.53667 -0.39046
C1 -1.62440 3.70726 1.93349
C2 -0.63485 3.76309 0.77311
C3 -1.06349 4.05050 -0.51449
C4 -2.44466 4.64891 -0.70957
C5 -0.15442 3.92794 -1.61474
C6 -0.53815 4.38967 -3.01636
C7 1.19741 3.53928 -1.36342
C8 2.16640 3.54175 -2.54206
C9 1.64711 3.42138 -0.03963
C10 3.10749 3.11074 0.25575
C11 0.74983 3.50700 1.03323
C12 1.21995 3.53733 2.45644
H1 -2.68315 3.65414 1.68596
H2 -1.50794 4.58022 2.58416
H3 -1.42461 2.78683 2.49648
H4 -2.96666 4.84609 0.23189
H5 -3.15488 3.99046 -1.24397
H6 -2.32778 5.59882 -1.20028
H7 -1.50896 4.83503 -2.99337
H8 -0.65434 3.57138 -3.76704
H9 0.14393 5.10602 -3.41902
H10 3.06999 2.99368 -2.37355
H11 2.42033 4.52623 -2.91639
H12 1.66903 3.09546 -3.38044
H13 3.30405 2.82651 1.28182
H14 3.74869 3.96143 -0.02367
H15 3.42965 2.21054 -0.29394
H16 0.63579 2.90361 3.14437
H17 1.17066 4.57391 2.84142
H18 2.19318 3.21839 2.59917
C13 3.69935 -2.51757 0.69859
C14 2.94793 -1.50750 -0.09506
N1 1.76914 -1.23289 0.30923
N2 1.19324 -2.06884 1.28608
C15 0.72687 -1.40279 2.27720
S1 0.85519 0.30432 2.51433
S2 -0.01561 -2.47896 3.54953
C16 1.06168 -2.06064 4.96601
C17 2.56842 -2.25240 4.57919
C18 3.37484 -1.15324 4.72218
C19 4.72954 -1.15458 4.46141
C20 5.31932 -2.29477 3.92707
C21 4.51605 -3.40836 3.74054
C22 3.16914 -3.41847 4.09348
C23 3.56785 -0.89118 -1.26627
C24 4.76158 -1.44057 -1.70807
C25 5.24562 -1.23412 -2.96121
C26 4.61888 -0.36489 -3.82884
C27 3.49909 0.26997 -3.42025
C28 2.94025 0.00474 -2.13657
O1 1.89546 0.71173 -1.78401
H19 3.06510 -3.03112 1.42698
H20 4.14684 -3.29792 0.09432
H21 4.50303 -2.08932 1.29085
H22 0.92881 -1.03838 5.27506
H23 0.66865 -2.68331 5.77619
H24 3.00324 -0.21385 5.15292
H25 5.32755 -0.25856 4.60949
H26 6.40585 -2.29608 3.68884
H27 4.95132 -4.27327 3.31212
H28 2.53157 -4.29161 3.94098
H29 5.38170 -2.04854 -1.08731
H30 6.16481 -1.74615 -3.17805
H31 5.04242 -0.06852 -4.78247
H32 3.07199 1.06998 -3.99655
N3 -7.49158 -2.30113 -0.78578
C29 -6.38610 -1.57609 -1.21680
C30 -5.83838 -0.58587 -0.39365
C31 -4.67447 0.03547 -0.80446
C32 -4.21324 -0.15907 -2.10610
C33 -4.77462 -1.10280 -2.92758
C34 -5.81166 -1.86429 -2.45128
S3 -2.82621 0.77221 -2.62731
O2 -2.82592 1.81935 -1.64251
O3 -2.94900 1.07302 -4.02320
N4 -1.50552 -0.06607 -2.29398
C35 -1.24808 -1.33021 -2.64172
N5 -0.20711 -1.83376 -1.93025
C36 -0.02968 -3.15362 -1.95584
C37 -0.81807 -3.97968 -2.76161
C38 -1.78347 -3.29218 -3.52986
N6 -1.99224 -2.01589 -3.47906
H33 -8.14148 -1.83074 -0.16160
H34 -8.05568 -2.62313 -1.54679
H35 -6.30746 -0.33061 0.57231
H36 -4.20005 0.79166 -0.17713
H37 -4.41265 -1.20445 -3.93334
H38 -6.18246 -2.64872 -3.06809
H39 0.70750 -3.49007 -1.29604
H40 -0.69366 -5.04840 -2.86720
H41 -2.40629 -3.84051 -4.22159
C39 -3.03728 -3.04630 0.46256
N7 -3.17774 -2.19531 1.68835
C40 -2.62971 -0.95359 1.73743
N8 -2.88015 -0.22168 2.83290
O4 -1.94669 -0.43146 0.85726
H42 -1.99299 -3.25391 0.25823
H43 -3.48403 -2.55289 -0.39037
H44 -3.52083 -4.01435 0.75975
H45 -3.65375 -2.57708 2.50067
H46 -3.18724 -0.68513 3.66954
H47 -2.33117 0.61465 2.93133

## Properties
E_tot ... -95724.2727 eV
ΔE to the lowest compared entry with this formula, charge and spin ... 0.0 kJ/mol
Charge ... 0

=====

(3)
C40H47N8O3PS3Y | ωB97M-V/def2-TZVPD

Geometry (Å):
Y1 -0.28710 0.14295 -0.34779
C1 4.56770 1.05800 2.90237
C2 5.61238 0.25686 2.11929
C3 5.99813 -0.98724 2.93055
C4 6.84850 1.14960 1.93121
C5 5.09430 -0.18783 0.75886
C6 5.97288 -0.81444 -0.13900
C7 5.58040 -1.21243 -1.40360
C8 4.27438 -0.96901 -1.78512
S1 3.48257 -1.28514 -3.30158
C9 1.99329 -0.59080 -2.62549
N1 2.10803 -0.19303 -1.38554
C10 3.36209 -0.37229 -0.89152
C11 3.78019 0.01211 0.38043
C12 0.76833 -0.50874 -3.36824
C13 0.74962 -0.84497 -4.72889
C14 -0.43161 -0.80495 -5.43542
C15 -1.59675 -0.43259 -4.77832
C16 -1.56839 -0.08750 -3.43369
C17 -0.40109 -0.10000 -2.66022
H1 5.00912 1.42791 3.82659
H2 3.70936 0.44477 3.16258
H3 4.21893 1.91142 2.32564
H4 6.37711 -0.69622 3.90889
H5 6.76573 -1.56046 2.41512
H6 5.13164 -1.63056 3.06980
H7 7.16774 1.55061 2.89159
H8 6.61284 1.98047 1.27016
H9 7.67866 0.59488 1.50307
H10 6.99479 -1.00466 0.15620
H11 6.27524 -1.69158 -2.07961
H12 3.03900 0.46393 1.01973
H13 1.67473 -1.13509 -5.21479
H14 -0.44953 -1.06402 -6.48634
H15 -2.53802 -0.40938 -5.31236
H16 -2.50555 0.20210 -2.96823
C18 1.95875 3.92695 -0.15616
N2 1.20066 3.86605 1.07572
C19 0.64672 2.70819 1.48889
N3 -0.20559 2.80208 2.54574
O1 0.99055 1.60849 1.02599
H17 3.02884 3.96171 0.06023
H18 1.66693 4.81221 -0.71752
H19 1.74912 3.03740 -0.75701
H20 0.72486 4.71059 1.35946
H21 -0.78201 3.64073 2.54553
H22 -0.71349 1.94414 2.71923
C20 -0.18052 -3.46974 -1.67342
C21 -1.46987 -3.58085 -0.90790
C22 -2.35977 -4.59036 -1.23029
C23 -3.57222 -4.71812 -0.57943
C24 -3.92870 -3.77228 0.36508
C25 -3.07716 -2.73421 0.69749
C26 -3.53255 -1.68348 1.66873
C27 -1.79502 -2.65976 0.10953
N4 -0.86733 -1.71369 0.55042
H23 0.38808 -4.40090 -1.62245
H24 0.42820 -2.65506 -1.27407
H25 -0.38952 -3.25286 -2.72319
H26 -2.08177 -5.29407 -2.00189
H27 -4.23316 -5.54364 -0.80367
H28 -4.88857 -3.84546 0.85954
H29 -4.26571 -1.03824 1.18241
H30 -2.68618 -1.06119 1.95887
H31 -3.98103 -2.13489 2.55486
O2 -1.51404 4.97709 1.45915
S2 -1.58453 4.60194 0.04816
O3 -0.60464 5.27617 -0.77259
N5 -1.54014 2.96315 -0.10161
C28 -2.73733 2.54164 -0.51313
S3 -3.14362 0.90814 -0.52753
C29 -3.70312 3.55741 -0.86529
C30 -4.96205 3.39226 -1.44621
C31 -5.73081 4.51501 -1.66776
C32 -5.27278 5.78793 -1.32595
C33 -4.00369 5.96236 -0.78402
C34 -3.23973 4.84317 -0.57637
H32 -5.28995 2.39828 -1.71434
H33 -6.70682 4.40440 -2.11539
H34 -5.90228 6.64388 -1.50476
H35 -3.62613 6.94254 -0.53423
C35 2.39042 -3.95486 3.43772
N6 1.41697 -4.47852 2.50027
C36 0.22678 -4.85715 3.23723
N7 -0.33806 -3.77250 4.01861
C37 0.68044 -3.25611 4.91159
N8 1.89582 -2.84503 4.23187
C38 1.67686 -1.68307 3.42056
P1 0.24853 -1.90038 1.89496
C39 1.09808 -3.53775 1.43712
C40 -0.89191 -2.74637 3.15261
H36 3.27318 -3.63038 2.87977
H37 2.66976 -4.77088 4.12038
H38 0.49576 -5.67189 3.92393
H39 -0.52827 -5.21475 2.53075
H40 0.93816 -4.05060 5.62603
H41 0.27365 -2.39728 5.45244
H42 2.60122 -1.42142 2.90316
H43 1.36041 -0.84691 4.04820
H44 2.02401 -3.32638 0.88709
H45 0.40553 -4.04729 0.76019
H46 -1.68128 -3.22358 2.56401
H47 -1.35784 -1.98860 3.79244

## Properties
E_tot ... -103147.8231 eV
ΔE to the lowest compared entry with this formula, charge and spin ... 206.3 kJ/mol
Charge ... -1

=====

(4)
C40H48AsCaClINO7P2S | ωB97M-V/def2-TZVPD

Geometry (Å):
Ca1 -0.21076 -0.45763 0.03247
Cl1 4.78362 -4.68337 -4.09352
C1 3.53941 -3.97995 -3.08993
C2 2.25507 -3.95980 -3.53938
C3 1.23906 -3.39792 -2.74795
I1 -0.72062 -3.47302 -3.47538
C4 1.45778 -2.84407 -1.49026
O1 0.55227 -2.34136 -0.73194
C5 2.84413 -2.85908 -1.04108
N1 3.09052 -2.27923 0.15883
C6 4.31151 -2.29020 0.62366
C7 5.39833 -2.86965 -0.06271
C8 5.17781 -3.42767 -1.28670
C9 3.87039 -3.43325 -1.82418
H1 2.01678 -4.38206 -4.50564
H2 4.46726 -1.81188 1.58671
H3 6.38677 -2.85433 0.37693
H4 5.98585 -3.86706 -1.85545
S1 0.17032 -0.57794 2.74100
C10 0.58369 1.07584 3.16298
C11 0.11054 1.60230 4.37930
C12 0.47790 2.85316 4.82916
C13 1.32579 3.65484 4.07046
C14 1.78980 3.16865 2.86091
C15 1.43601 1.90023 2.40244
As1 2.14932 1.19358 0.73087
C16 4.03624 1.04394 1.14912
C17 4.93648 0.91971 0.09339
C18 6.28847 0.75587 0.34468
C19 6.74796 0.69553 1.65516
C20 5.85247 0.80349 2.70807
C21 4.49617 0.97927 2.45748
C22 2.21834 2.79806 -0.40012
C23 3.16633 3.80952 -0.25914
C24 3.14471 4.92081 -1.09048
C25 2.18568 5.02617 -2.08834
C26 1.25597 4.01103 -2.25884
C27 1.27560 2.90515 -1.42011
H5 -0.54310 0.97817 4.97572
H6 0.10255 3.20840 5.78195
H7 1.62463 4.63506 4.41972
H8 2.44970 3.78614 2.26579
H9 4.57796 0.94613 -0.92993
H10 6.98390 0.66335 -0.48002
H11 7.80379 0.56119 1.85342
H12 6.20795 0.75085 3.72933
H13 3.79600 1.06209 3.27960
H14 3.94154 3.71792 0.49182
H15 3.88505 5.70114 -0.96548
H16 2.17406 5.89018 -2.74071
H17 0.52085 4.07796 -3.05217
H18 0.54381 2.11517 -1.56831
C28 -3.49761 -1.91371 0.89950
C29 -3.21630 -1.84599 -0.58630
C30 -4.06901 -2.78657 -1.40480
O2 -3.49674 -0.46836 -1.01245
P1 -2.64717 0.28934 -2.09551
O3 -1.19004 0.02349 -2.04827
C31 -3.01549 2.00586 -1.69122
P2 -2.57486 2.32354 0.03212
O4 -1.37358 1.55258 0.43232
O5 -2.43238 3.88422 0.02415
C32 -1.80294 4.71131 1.06533
C33 -0.36826 4.96112 0.66648
C34 -1.93659 4.10127 2.44470
O6 -3.77267 1.92632 0.96326
C35 -5.13787 2.42049 1.05556
C36 -6.04984 1.49792 0.27325
C37 -5.29652 3.87590 0.65970
O7 -3.35479 -0.03869 -3.45403
C38 -2.87357 0.06445 -4.83353
C39 -1.42448 0.48500 -4.95138
C40 -3.82010 1.00544 -5.54823
H19 -3.22021 -2.89997 1.27156
H20 -4.55874 -1.75227 1.09461
H21 -2.92582 -1.16681 1.45553
H22 -2.15016 -2.03895 -0.75912
H23 -5.12425 -2.57205 -1.22600
H24 -3.85950 -3.81642 -1.11585
H25 -3.86289 -2.68141 -2.46825
H26 -4.05126 2.26055 -1.90966
H27 -2.36105 2.62503 -2.30990
H28 -2.37520 5.63916 1.00799
H29 0.21159 4.03991 0.72790
H30 0.07136 5.68438 1.35509
H31 -0.30468 5.35401 -0.34789
H32 -1.37873 3.16664 2.52024
H33 -2.97740 3.91923 2.71257
H34 -1.51129 4.79453 3.17071
H35 -5.35789 2.32038 2.11944
H36 -5.87854 1.57859 -0.80136
H37 -7.08875 1.76273 0.47496
H38 -5.88787 0.46332 0.56511
H39 -5.08207 4.04094 -0.39695
H40 -4.65304 4.53056 1.24381
H41 -6.33326 4.16093 0.84123
H42 -2.98610 -0.94723 -5.22540
H43 -1.26443 1.47894 -4.52530
H44 -1.17129 0.52873 -6.01125
H45 -0.75691 -0.21703 -4.45849
H46 -3.70967 2.02263 -5.16612
H47 -4.85434 0.69104 -5.41504
H48 -3.59334 1.01465 -6.61449

## Properties
E_tot ... -187405.0989 eV
ΔE to the lowest compared entry with this formula, charge and spin ... 65.3 kJ/mol
Charge ... 0